# 1
# C5H10O2

An isolated molecule of C5H10O2 (ωB97M-V with the def2-TZVPD basis set, the OMol25 dataset).

Last column: natural (NBO) charge in e.
Element x y z (Å)
C: 2.42566 -0.33161 0.77088  -0.247
O: 1.04860 -0.12699 0.58886  -0.597
C: 0.63483 -0.38385 -0.78083  -0.102
C: -0.81669 -0.22349 -0.97468  -0.364
C: -1.93638 -0.73769 -0.15887  -0.408
C: -1.51918 0.70561 -0.12010  0.071
O: -1.14063 1.42832 0.98016  -0.703
H: 2.70435 -1.36315 0.50814  0.168
H: 2.65708 -0.15850 1.82461  0.193
H: 3.02778 0.35324 0.15275  0.164
H: 1.20273 0.30821 -1.42415  0.175
H: 0.94290 -1.40645 -1.04527  0.186
H: -1.83054 1.47458 -1.06085  0.324
H: -2.86488 -1.06843 -0.63746  0.195
H: -1.80497 -1.14947 0.84818  0.202
H: -2.54748 1.43432 -0.53475  0.228
H: -0.18316 1.24533 1.06338  0.516

E_LUMO (Ha): 0.025
HOMO energy (eV): -7.33
Gap between HOMO and LUMO (eV): 8.01
2S+1: 1
Strongest force on any atom (hartree/bohr): 0.00703
E (a.u.): -346.7429

=====

# 2
# C5H10O2

A cluster of 2 separate species, C5H10O2 in total (ωB97M-V with the def2-TZVPD basis set, the OMol25 dataset).

Last column: natural (NBO) charge in e.
Element x y z (Å)
C: -0.55021 -2.15080 -0.41953  -0.516
C: -1.34382 -1.19159 -0.86971  0.319
C: -1.06205 -0.34958 -2.08051  -0.682
O: -2.53592 -0.95720 -0.24124  -0.680
H: 0.37574 -2.41062 -0.90577  0.204
H: -0.84850 -2.72186 0.44706  0.211
H: -0.40675 -0.86638 -2.77854  0.235
H: -1.99368 -0.11757 -2.59900  0.216
H: -0.57736 0.58969 -1.80497  0.222
H: -2.83750 -0.06434 -0.44903  0.475
C: 1.11915 1.44135 0.81609  -0.504
C: 1.81853 1.22743 1.91148  0.135
O: 2.19477 2.25987 2.73611  -0.692
H: 0.71085 0.60291 0.27162  0.211
H: 0.84554 2.44446 0.52062  0.205
H: 2.06802 0.23748 2.27346  0.166
H: 3.02322 2.02676 3.17186  0.477

E_LUMO (Ha): 0.031
HOMO energy (eV): -8.89
Gap between HOMO and LUMO (eV): 9.73
2S+1: 1
Strongest force on any atom (hartree/bohr): 0.00803
E (a.u.): -346.9302
SMILES: C=C(C)O.C=CO

=====

Question: Look up the E_LUMO of the first one.
Answer: 0.025 Ha